Below is C30H23IrN4O2 as an isolated structure in a non-equilibrium geometry, with properties calculated with wB97M-V/def2-TZVPD.

Values from the calculation:
**E_LUMO (spin up / spin down)**: -6.46 / -9.79 eV
**Energy**: -1629.96267 Ha
**Orbital gap (spin up / spin down)**: 6.40 / 4.89 eV

```
! wB97M-V def2-TZVPD RIJCOSX def2/J DEFGRID3
* xyz 2 5
Ir -0.115 1.096 0.354
C -3.846 1.041 -1.805
O -3.295 2.424 -1.871
C -2.243 2.466 -1.034
N -1.776 1.219 -0.535
C -2.684 0.290 -1.251
C -3.210 -0.979 -0.416
C -3.953 -0.941 0.739
C -4.489 -2.109 1.288
C -4.183 -3.314 0.754
C -3.333 -3.441 -0.343
C -2.880 -2.271 -0.972
C -1.485 3.574 -0.692
C -1.439 4.910 -0.878
C -0.551 5.798 -0.474
C 0.664 5.305 -0.022
C 0.696 3.958 0.311
N -0.324 3.161 -0.151
C 1.890 3.164 0.833
N 1.690 1.887 0.905
C 2.921 1.146 1.301
C 3.843 2.351 1.690
O 3.028 3.618 1.197
C 3.480 0.171 0.491
C 3.864 -1.166 0.862
C 4.291 -2.194 -0.006
C 4.330 -1.811 -1.363
C 4.031 -0.516 -1.839
C 3.768 0.509 -0.863
H -4.221 0.860 -2.829
H -4.754 0.986 -1.186
H -2.122 -0.311 -1.989
H -4.283 0.077 1.018
H -5.006 -2.064 2.225
H -4.611 -4.219 1.167
H -3.086 -4.419 -0.683
H -2.120 -2.389 -1.772
H -2.010 5.282 -1.717
H -0.594 6.819 -0.753
H 1.393 6.033 0.119
H 2.524 0.746 2.157
H 4.748 2.212 1.132
H 3.928 2.887 2.622
H 3.650 -1.503 1.885
H 4.373 -3.256 0.158
H 4.746 -2.521 -2.089
H 4.001 -0.367 -2.923
H 3.437 1.467 -1.293
N -0.037 -6.393 0.867
C 0.148 -5.289 0.689
C 0.106 -3.790 0.577
C 0.853 -3.140 -0.278
C 0.888 -1.704 -0.201
C 0.130 -1.034 0.720
C -0.723 -1.706 1.677
C -0.686 -3.078 1.536
H 1.678 -3.504 -0.886
H 1.585 -1.011 -0.706
H -1.195 -1.266 2.534
H -1.430 -3.748 2.013
*
```